1.
{
  "formula": "C20H38N2O7",
  "method": "ωB97M-V/def2-TZVPD",
  "elements": ["C", "C", "C", "C", "O", "C", "O", "N", "C", "C", "O", "C", "C", "O", "C", "C", "N", "C", "O", "O", "C", "C", "C", "C", "C", "C", "O", "C", "C", "H", "H", "H", "H", "H", "H", "H", "H", "H", "H", "H", "H", "H", "H", "H", "H", "H", "H", "H", "H", "H", "H", "H", "H", "H", "H", "H", "H", "H", "H", "H", "H", "H", "H", "H", "H", "H", "H"],
  "coordinates": [[-1.7487, 4.7227, -3.4124], [-0.6445, 3.6763, -3.2669], [0.7286, 4.3477, -3.2095], [-0.6974, 2.6610, -4.4084], [-0.7498, 3.0004, -1.9918], [-1.8504, 2.3037, -1.6763], [-2.8258, 2.1567, -2.3793], [-1.7549, 1.7819, -0.4210], [-2.8334, 0.9390, 0.0450], [-2.5381, -0.5657, -0.0933], [-1.8107, -1.1041, 0.9865], [-2.6078, -1.5267, 2.0764], [-1.7389, -2.2749, 3.0955], [-1.1518, -1.4203, 4.0555], [-0.0905, -0.6345, 3.5637], [1.2443, -1.4139, 3.4591], [1.8656, -1.3223, 2.1555], [1.5841, -2.2915, 1.2409], [0.8651, -3.2349, 1.4889], [2.2010, -2.0633, 0.0734], [1.9903, -2.9448, -1.0544], [2.8638, -2.3404, -2.1551], [0.5192, -2.9248, -1.4689], [2.4510, -4.3640, -0.7237], [2.8212, -0.2642, 1.9150], [2.2186, 1.1275, 1.6358], [1.8443, 1.3275, 0.2919], [0.5508, 0.9063, -0.0830], [-0.5446, 1.9015, 0.3593], [-1.5982, 5.2881, -4.3277], [-1.7282, 5.4071, -2.5668], [-2.7206, 4.2387, -3.4492], [1.4985, 3.6024, -3.0281], [0.7562, 5.0723, -2.4001], [0.9346, 4.8546, -4.1474], [-1.6635, 2.1640, -4.4208], [-0.5480, 3.1680, -5.3574], [0.0836, 1.9141, -4.2806], [-3.7043, 1.1864, -0.5654], [-3.0452, 1.1805, 1.0905], [-1.9300, -0.7276, -0.9869], [-3.4828, -1.1124, -0.2120], [-3.3944, -2.2018, 1.7090], [-3.0905, -0.6704, 2.5696], [-2.3681, -2.9546, 3.6728], [-0.9796, -2.8471, 2.5505], [-0.3504, -0.2443, 2.5753], [0.0030, 0.1939, 4.2714], [1.0342, -2.4687, 3.6557], [1.9553, -1.0562, 4.2066], [2.5918, -1.2998, -2.3116], [2.7276, -2.8898, -3.0818], [3.9113, -2.3819, -1.8680], [-0.1059, -3.2652, -0.6480], [0.2236, -1.9135, -1.7399], [0.3694, -3.5787, -2.3234], [3.4794, -4.3493, -0.3681], [1.8189, -4.7940, 0.0479], [2.3954, -4.9827, -1.6150], [3.4339, -0.5423, 1.0568], [3.4628, -0.1839, 2.7996], [1.3886, 1.3274, 2.3206], [3.0035, 1.8688, 1.8164], [0.5747, 0.8901, -1.1756], [0.3265, -0.0986, 0.2855], [-0.8104, 1.7482, 1.4076], [-0.1450, 2.9122, 0.2379]],
  "lowdin_charge": [-0.02, -0.57, -0.02, -0.02, 0.02, -0.53, 0.08, -0.03, -0.10, -0.17, -0.17, -0.17, -0.17, -0.13, -0.18, -0.09, -0.04, -0.52, 0.07, 0.02, -0.56, -0.02, -0.01, -0.02, -0.10, -0.17, -0.12, -0.17, -0.10, 0.09, 0.09, 0.08, 0.09, 0.09, 0.09, 0.08, 0.09, 0.09, 0.12, 0.13, 0.13, 0.13, 0.13, 0.13, 0.13, 0.11, 0.10, 0.13, 0.13, 0.12, 0.08, 0.09, 0.09, 0.08, 0.08, 0.09, 0.09, 0.08, 0.09, 0.13, 0.13, 0.11, 0.13, 0.13, 0.10, 0.12, 0.13],
  "charge": 0,
  "largest_force_ev_per_a": 0.7,
  "gap_ev": 9.530,
  "lumo_ha": 0.0264,
  "de_lowest_kcal_mol": 4.8,
  "e_homo_ev": -8.812,
  "smiles": "CC(C)(C)OC(=O)N1CCOCCOCCN(C(=O)OC(C)(C)C)CCOCC1"
}


2.
{
  "formula": "C5H10N2O",
  "method": "ωB97M-V/def2-TZVPD",
  "elements": ["C", "C", "N", "C", "C", "C", "O", "N", "H", "H", "H", "H", "H", "H", "H", "H", "H", "H"],
  "coordinates": [[1.4561, 0.0530, -0.0644], [0.8002, 1.4011, 0.1026], [-1.8608, 0.2365, 1.1627], [-1.3907, 0.2581, -0.1821], [-0.5540, 1.3296, -0.5751], [-0.1193, -1.9406, -0.9364], [2.2942, -0.3762, 0.9205], [0.0585, -1.0342, -0.0723], [1.8735, -0.2333, 1.7781], [1.9079, -0.1129, -1.0411], [-1.1302, 0.4906, 1.8129], [-2.2596, -0.6507, 1.4375], [1.4242, 2.1521, -0.3837], [0.7036, 1.6395, 1.1690], [-2.1754, 0.0079, -0.8953], [-0.5460, 1.5637, -1.6315], [0.1392, -2.9677, -0.7033], [-0.6213, -1.8165, -1.8979]],
  "lowdin_charge": [-0.28, -0.16, 0.05, -0.28, -0.10, -0.13, 0.02, -0.05, 0.11, 0.14, 0.07, 0.08, 0.11, 0.11, 0.12, 0.08, 0.05, 0.06],
  "charge": 0,
  "largest_force_ev_per_a": 3.4,
  "gap_ev": [7.637, 6.111],
  "lumo_ha": [0.0133, -0.0066],
  "de_lowest_kcal_mol": 138.4,
  "e_homo_ev": [-7.275, -6.291]
}


3.
{
  "formula": "C16H32AgO8S4",
  "method": "ωB97M-V/def2-TZVPD",
  "elements": ["Ag", "C", "C", "C", "S", "O", "O", "C", "H", "H", "H", "H", "H", "H", "H", "H", "C", "C", "C", "S", "O", "O", "C", "H", "H", "H", "H", "H", "H", "H", "H", "C", "C", "C", "S", "O", "O", "C", "H", "H", "H", "H", "H", "H", "H", "H", "C", "C", "C", "S", "O", "O", "C", "H", "H", "H", "H", "H", "H", "H", "H"],
  "coordinates": [[1.2165, 1.4814, -0.4373], [5.6946, -0.2104, 2.6528], [5.5956, -1.5500, 1.9313], [4.1459, -1.6359, 1.4849], [3.8528, 0.0084, 0.8254], [2.5314, 0.5091, 1.1804], [4.1962, -0.0360, -0.5818], [5.1637, 0.8583, 1.7102], [6.6706, 0.0940, 3.0230], [5.0095, -0.2975, 3.5021], [5.9271, -2.3394, 2.6056], [6.2602, -1.6186, 1.0655], [3.4870, -1.7968, 2.3372], [3.9867, -2.3293, 0.6664], [4.7678, 1.7241, 2.2322], [5.8514, 1.1100, 0.9060], [-0.4941, -1.2477, -4.6845], [-1.6308, -0.6964, -3.7416], [-1.5241, -1.3939, -2.3833], [0.1859, -1.8334, -2.2404], [0.3739, -2.9567, -1.3819], [0.9550, -0.6317, -2.0332], [0.3488, -2.2859, -3.9476], [0.1566, -0.4082, -4.9391], [-0.8658, -1.6091, -5.6400], [-2.5954, -0.8921, -4.1981], [-1.4138, 0.3620, -3.6290], [-2.1028, -2.3141, -2.3269], [-1.7862, -0.7168, -1.5765], [-0.1093, -3.2738, -4.0125], [1.4028, -2.3106, -4.2037], [-2.0247, -2.7144, 2.5599], [-0.5449, -2.7400, 2.8599], [-0.2007, -1.3078, 3.2169], [-0.9385, -0.3829, 1.9020], [-0.1304, -0.5179, 0.7059], [-1.2637, 0.9478, 2.3677], [-2.3610, -1.4650, 1.7589], [-2.5990, -2.6805, 3.4869], [-2.3426, -3.6248, 2.0504], [0.0205, -3.0069, 1.9615], [-0.2734, -3.4351, 3.6501], [0.8513, -1.0421, 3.3197], [-0.6935, -0.9814, 4.1364], [-2.5524, -1.5447, 0.6968], [-3.1891, -0.9288, 2.2164], [-3.2705, 4.7870, -0.2681], [-3.9792, 4.2480, -1.4943], [-3.1928, 3.0328, -1.9935], [-2.3693, 2.3539, -0.5419], [-0.9440, 2.5390, -0.7114], [-2.8907, 1.0378, -0.2604], [-2.9306, 3.5765, 0.6153], [-3.8259, 5.5047, 0.3329], [-2.3350, 5.2919, -0.5289], [-4.0989, 4.9700, -2.2998], [-4.9834, 3.8988, -1.2404], [-2.3880, 3.2670, -2.6901], [-3.8188, 2.2524, -2.4171], [-2.1570, 3.7292, 1.3617], [-3.8315, 3.1730, 1.0808]],
  "lowdin_charge": [0.80, -0.22, -0.22, -0.20, 0.70, -0.40, -0.31, -0.21, 0.13, 0.12, 0.12, 0.13, 0.11, 0.12, 0.11, 0.11, -0.20, -0.18, -0.23, 0.63, -0.30, -0.35, -0.22, 0.11, 0.11, 0.11, 0.10, 0.12, 0.07, 0.11, 0.11, -0.21, -0.22, -0.23, 0.67, -0.37, -0.32, -0.20, 0.12, 0.12, 0.12, 0.12, 0.10, 0.12, 0.09, 0.11, -0.21, -0.20, -0.21, 0.68, -0.38, -0.32, -0.21, 0.12, 0.12, 0.12, 0.12, 0.11, 0.11, 0.11, 0.12],
  "charge": 1,
  "largest_force_ev_per_a": 1.2,
  "gap_ev": 10.235,
  "lumo_ha": -0.0877,
  "de_lowest_kcal_mol": 0.0,
  "e_homo_ev": -12.621
}


4.
{
  "formula": "C3H13NO3",
  "method": "ωB97M-V/def2-TZVPD",
  "elements": ["C", "C", "C", "N", "H", "H", "H", "H", "H", "H", "H", "O", "H", "H", "O", "H", "H", "O", "H", "H"],
  "coordinates": [[-3.8350, -1.2797, 0.6646], [-2.5675, -0.7894, 0.0048], [-1.3554, -1.1433, 0.4244], [-0.1722, -0.7220, -0.1798], [-4.3708, -0.4169, 1.0481], [-4.4319, -1.8974, 0.0122], [-3.5645, -1.7882, 1.5816], [-2.5914, -0.2241, -0.9326], [-1.2417, -1.7885, 1.2879], [0.7454, -0.9278, 0.1828], [-0.2553, 0.1622, -0.6451], [1.9577, -0.1902, -3.0259], [1.7615, 0.4037, -2.2999], [2.7557, 0.1058, -3.4816], [2.3711, 2.0112, 2.0927], [2.6133, 1.1899, 2.5373], [1.4220, 1.9360, 1.8940], [3.2757, 1.6828, -0.6330], [4.1762, 1.9428, -0.8703], [3.3072, 1.7332, 0.3379]],
  "lowdin_charge": [-0.12, -0.19, -0.25, 0.03, 0.06, 0.06, 0.06, 0.10, 0.11, 0.08, 0.07, -0.07, -0.01, 0.03, -0.05, 0.05, 0.06, -0.07, 0.04, 0.00],
  "charge": 0,
  "largest_force_ev_per_a": 1.5,
  "gap_ev": 8.197,
  "lumo_ha": 0.0130,
  "de_lowest_kcal_mol": 22.9,
  "e_homo_ev": -7.842,
  "smiles": "C/C=C/N.O.O.O"
}


5.
{
  "formula": "C30H65FN2O7S",
  "method": "ωB97M-V/def2-TZVPD",
  "elements": ["C", "C", "N", "N", "C", "C", "C", "C", "C", "C", "C", "C", "S", "O", "O", "F", "H", "H", "H", "H", "H", "H", "H", "H", "H", "H", "H", "H", "H", "H", "H", "C", "C", "O", "C", "C", "H", "H", "H", "H", "H", "H", "H", "H", "H", "H", "C", "C", "O", "C", "C", "H", "H", "H", "H", "H", "H", "H", "H", "H", "H", "C", "C", "O", "C", "C", "H", "H", "H", "H", "H", "H", "H", "H", "H", "H", "C", "C", "O", "C", "C", "H", "H", "H", "H", "H", "H", "H", "H", "H", "H", "C", "C", "O", "C", "C", "H", "H", "H", "H", "H", "H", "H", "H", "H", "H"],
  "coordinates": [[5.1728, -1.0411, -0.3331], [3.8829, -0.5455, 0.6092], [4.0798, 0.8778, 1.0672], [3.2658, 1.7905, 0.4444], [1.9069, 1.9509, 1.0488], [0.7052, 1.0477, 0.4091], [0.2803, -0.3926, 1.1445], [-0.9241, -1.3580, 0.5937], [-1.7961, -0.9614, -0.7475], [-2.9574, -2.0296, -1.2160], [-1.4350, 0.4610, -1.4897], [-0.2071, 1.4426, -0.9183], [3.3258, 1.7950, -1.2771], [4.7927, 1.9309, -1.8439], [2.5913, 3.1014, -1.7690], [2.5779, 0.4842, -2.0818], [5.2052, -2.2297, -0.3011], [5.1207, -0.6244, -1.4259], [6.1843, -0.6860, 0.1905], [3.9514, -1.2335, 1.5824], [2.8450, -0.7823, 0.1248], [5.0859, 1.1611, 1.0869], [1.5888, 3.0907, 0.8990], [1.9481, 1.7790, 2.2233], [0.9339, -0.6697, 2.1036], [-1.1622, -2.3625, 1.1432], [-3.9521, -1.5402, -1.5921], [-2.5053, -2.7247, -2.0449], [-3.1934, -2.7097, -0.2866], [-2.0443, 0.8169, -2.4362], [0.0045, 2.4634, -1.4992], [-7.1513, -0.2763, -3.9499], [-6.5656, -1.6744, -4.0513], [-6.3017, -2.2743, -2.7883], [-7.4229, -2.4702, -1.9276], [-8.4822, -3.3871, -2.5152], [-6.5171, 0.3622, -3.3265], [-7.2403, 0.1743, -4.9418], [-8.1457, -0.2891, -3.4982], [-5.6045, -1.6132, -4.5749], [-7.2049, -2.3259, -4.6553], [-7.8506, -1.5049, -1.6367], [-7.0340, -2.9273, -1.0115], [-8.9528, -2.9429, -3.3958], [-9.2665, -3.5844, -1.7783], [-8.0412, -4.3398, -2.8254], [4.7413, -3.4532, -6.8899], [4.1828, -3.5993, -5.4845], [4.6801, -2.6289, -4.5705], [4.4002, -1.2629, -4.8742], [2.9150, -0.9463, -4.9184], [5.8358, -3.4439, -6.8699], [4.4063, -4.2793, -7.5226], [4.4155, -2.5211, -7.3568], [4.4784, -4.5789, -5.0915], [3.0884, -3.5878, -5.4930], [4.8958, -0.9728, -5.8068], [4.8610, -0.6679, -4.0785], [2.4195, -1.4637, -5.7436], [2.7584, 0.1282, -5.0528], [2.4239, -1.2618, -3.9924], [-3.1221, 3.7630, -1.7702], [-4.1416, 3.4453, -2.8509], [-5.3508, 2.8897, -2.3473], [-6.0999, 3.7023, -1.4446], [-6.5665, 5.0121, -2.0566], [-2.9314, 2.8811, -1.1501], [-2.1801, 4.0912, -2.2173], [-3.4728, 4.5578, -1.1082], [-3.7120, 2.6973, -3.5272], [-4.3545, 4.3277, -3.4624], [-5.5283, 3.8746, -0.5264], [-6.9801, 3.1169, -1.1583], [-5.7236, 5.6650, -2.2965], [-7.2185, 5.5473, -1.3597], [-7.1155, 4.8316, -2.9862], [-0.6654, 2.8339, 4.7171], [-0.9034, 1.3739, 4.3704], [0.1678, 0.5170, 4.7484], [0.4779, 0.4580, 6.1401], [-0.6710, -0.0512, 6.9936], [0.2885, 3.1769, 4.3036], [-1.4688, 3.4581, 4.3172], [-0.6275, 2.9892, 5.7975], [-1.0052, 1.2855, 3.2827], [-1.8452, 1.0165, 4.7984], [0.8313, 1.4334, 6.4913], [1.3213, -0.2334, 6.2405], [-1.5157, 0.6420, 6.9832], [-0.3491, -0.1733, 8.0322], [-1.0335, -1.0144, 6.6206], [4.9009, 0.4452, 5.1152], [4.5341, -0.9736, 5.5163], [5.2945, -1.9702, 4.8432], [6.7062, -1.9451, 5.0506], [7.1068, -2.1465, 6.5021], [4.8462, 0.5639, 4.0282], [4.2226, 1.1629, 5.5838], [5.9186, 0.6986, 5.4203], [3.4849, -1.1506, 5.2533], [4.6072, -1.1072, 6.6001], [7.1323, -1.0210, 4.6458], [7.1212, -2.7661, 4.4562], [6.7752, -1.3146, 7.1284], [8.1948, -2.2208, 6.5902], [6.6566, -3.0593, 6.9053]],
  "lowdin_charge": [-0.10, -0.23, -0.09, -0.29, -0.16, -0.15, -0.03, -0.03, -0.17, -0.11, -0.02, -0.01, 0.89, -0.35, -0.36, -0.24, 0.09, 0.05, 0.09, 0.12, 0.11, 0.14, 0.14, 0.15, 0.10, 0.09, 0.08, 0.09, 0.08, 0.09, 0.09, -0.08, -0.28, -0.18, -0.28, -0.08, 0.07, 0.08, 0.07, 0.12, 0.10, 0.11, 0.12, 0.07, 0.08, 0.08, -0.09, -0.28, -0.17, -0.27, -0.09, 0.08, 0.08, 0.06, 0.12, 0.10, 0.11, 0.11, 0.07, 0.08, 0.07, -0.09, -0.28, -0.18, -0.27, -0.08, 0.06, 0.08, 0.07, 0.11, 0.11, 0.11, 0.12, 0.07, 0.08, 0.08, -0.08, -0.28, -0.18, -0.28, -0.08, 0.08, 0.08, 0.07, 0.11, 0.11, 0.11, 0.11, 0.07, 0.08, 0.08, -0.07, -0.28, -0.17, -0.28, -0.08, 0.07, 0.07, 0.07, 0.11, 0.11, 0.11, 0.12, 0.07, 0.08, 0.08],
  "charge": 0,
  "largest_force_ev_per_a": 9.5,
  "gap_ev": 8.117,
  "lumo_ha": -0.0112,
  "de_lowest_kcal_mol": 268.8,
  "e_homo_ev": -8.423,
  "smiles": "CCNN(Cc1ccc(C)cc1)S(=O)(=O)F.CCOCC.CCOCC.CCOCC.CCOCC.CCOCC"
}


6.
{
  "formula": "C4H7FN2",
  "method": "ωB97M-V/def2-TZVPD",
  "elements": ["C", "C", "C", "C", "N", "N", "F", "H", "H", "H", "H", "H", "H", "H"],
  "coordinates": [[1.4084, -0.6387, 0.9308], [0.4528, -1.0161, -0.1849], [0.6039, 1.2624, -0.3835], [-1.6385, 0.1957, -0.0759], [1.6991, 0.5518, 1.0886], [-0.2848, 0.1814, -0.4612], [1.4220, 1.5294, -1.3766], [1.5980, -1.5434, 1.4252], [0.9514, -1.4286, -1.1461], [-0.2494, -1.7383, 0.1448], [0.2606, 2.1987, 0.0562], [-2.1672, -0.6186, -0.7299], [-1.7882, 0.0357, 0.9540], [-2.2681, 1.0286, -0.2415]],
  "lowdin_charge": [-0.27, -0.18, -0.24, -0.09, 0.14, -0.19, 0.08, 0.08, 0.15, 0.09, 0.14, 0.13, 0.07, 0.07],
  "charge": 0,
  "largest_force_ev_per_a": 4.4,
  "gap_ev": 9.739,
  "lumo_ha": 0.0321,
  "de_lowest_kcal_mol": 59.6,
  "e_homo_ev": -8.867
}


7.
{
  "formula": "C6H12O",
  "method": "ωB97M-V/def2-TZVPD",
  "elements": ["C", "C", "C", "C", "O", "C", "C", "H", "H", "H", "H", "H", "H", "H", "H", "H", "H", "H", "H"],
  "coordinates": [[-2.1185, -2.3105, -0.5280], [-1.3099, -1.2984, 0.2442], [-1.0083, 0.0227, -0.3980], [2.4447, 1.3435, 0.5295], [3.0627, 2.5517, 0.2718], [1.0788, 1.2489, -0.2131], [-0.1336, 1.0124, 0.3015], [-3.1633, -2.0761, -0.7538], [-1.7853, -2.2746, -1.5886], [-1.9970, -3.3280, -0.1883], [-0.3313, -1.8040, 0.3046], [-1.6516, -1.2306, 1.2799], [-0.7403, -0.1091, -1.4487], [-1.8752, 0.7309, -0.5732], [2.3058, 1.1471, 1.5930], [3.0617, 0.5417, 0.1196], [3.1631, 3.1166, 1.0403], [1.4411, 1.2925, -1.2468], [-0.4435, 1.4233, 1.2542]],
  "lowdin_spin": [0.00, 0.01, 0.10, 0.04, 0.08, 0.38, 0.29, 0.00, 0.00, 0.00, 0.00, 0.00, 0.00, 0.05, 0.00, 0.00, 0.00, 0.02, 0.02],
  "charge": 1,
  "largest_force_ev_per_a": 3.3,
  "multiplicity": 2,
  "gap_ev": [10.007, 7.189],
  "lumo_ha": [-0.1855, -0.2957],
  "de_lowest_kcal_mol": 40.5,
  "e_homo_ev": [-15.055, -15.235]
}


8.
{
  "formula": "C2H4Be",
  "method": "ωB97M-V/def2-TZVPD",
  "elements": ["C", "C", "H", "H", "H", "Be", "H"],
  "coordinates": [[-0.5179, 0.2684, 0.0685], [0.7236, -0.4883, -0.1452], [-0.5018, 1.3034, -0.3246], [-1.4269, -0.1968, -0.3614], [0.4896, -1.5667, -0.2631], [2.0834, 0.2452, -0.2303], [-0.8501, 0.4349, 1.2561]],
  "lowdin_spin": [0.01, 0.11, 0.01, 0.00, 0.00, 0.89, 0.00],
  "charge": -1,
  "largest_force_ev_per_a": 3.4,
  "multiplicity": 2,
  "gap_ev": [5.431, 5.251],
  "lumo_ha": [0.1517, 0.1456],
  "de_lowest_kcal_mol": 0.0,
  "e_homo_ev": [-1.302, -1.289]
}


Question: Look up the charge of the sixth one.
Answer: 0


Question: Look up the charge of the fourth one.
Answer: 0


Question: Number 3 is which compound?
Answer: C16H32AgO8S4